## i
Below is one molecule with the formula C2H3BrO2, with properties calculated with ωB97M-V/def2-TZVPD.

Properties
Orbital gap, Ha: 0.407
SMILES: BrCC1OO1
LUMO level, eV: 0.5
HOMO energy, eV: -10.6
Multiplicity: 1
Charge: 0

The geometry in XYZ format:
```
8
C2H3BrO2 ωB97M-V/def2-TZVPD
Br -1.24909 -1.08353 -1.55781
C -0.49399 -0.54320 0.21425
C 0.45719 0.52132 -0.09692
O 0.25443 1.81355 0.17412
O 1.19751 1.09885 0.91717
H -1.34566 -0.52791 0.99607
H 0.06069 -1.44665 0.35546
H 1.11890 0.16758 -1.00235
```

Here are the natural (NBO) charges for atoms 1 to 4, given in e: Br -0.03; C -0.45; C 0.30; O -0.23

***

## ii
Below is a 2-piece molecular cluster, C2H3BrO2 overall, with properties calculated with ωB97M-V/def2-TZVPD.

Properties
Orbital gap, Ha: 0.396
SMILES: C=C1OO1.Br
LUMO level, eV: 0.5
HOMO energy, eV: -10.3
Multiplicity: 1
Charge: 0

The geometry in XYZ format:
```
8
C2H3BrO2 ωB97M-V/def2-TZVPD
C 1.46397 0.45367 0.32122
C 0.85680 -0.53214 -0.25136
O 1.08454 -1.69015 -0.93539
O -0.18352 -1.31153 -0.41411
H 2.57381 0.44063 0.38088
H 1.00667 0.94309 1.10777
Br -2.81912 0.49317 0.13819
H -3.98313 1.20326 -0.34720
```

Here are the natural (NBO) charges for atoms 1 to 4, given in e: C -0.60; C 0.58; O -0.23; O -0.22

***

Quick one: least stable of them? ii

***

## i
Below is one molecule with the formula C2H3ClN4, with properties calculated with ωB97M-V/def2-TZVPD.

Properties
Orbital gap, Ha: 0.436
SMILES: ClCc1nn[nH]n1
LUMO level, eV: 1.0
HOMO energy, eV: -10.8
Multiplicity: 1
Charge: 0

The geometry in XYZ format:
```
10
C2H3ClN4 ωB97M-V/def2-TZVPD
Cl -1.54441 0.11592 2.25401
C 0.08366 -0.03923 1.58862
C 0.06150 0.10053 0.08481
N -0.39548 1.18683 -0.58804
N -0.31002 0.87867 -1.85328
N 0.18405 -0.33738 -1.87912
N 0.42547 -0.84474 -0.71318
H 0.47723 -1.03246 1.91390
H 0.77538 0.83229 1.93492
H 0.24263 -0.86044 -2.74264
```

Here are the natural (NBO) charges for atoms 1 to 4, given in e: Cl -0.02; C -0.43; C 0.23; N -0.25

***

## ii
Below is a 2-piece molecular cluster, C2H3ClN4 overall, with properties calculated with ωB97M-V/def2-TZVPD.

Properties
Orbital gap, Ha: 0.363
SMILES: N=C=NCl.N=C=N
LUMO level, eV: 0.6
HOMO energy, eV: -9.3
Multiplicity: 1
Charge: 0

The geometry in XYZ format:
```
10
C2H3ClN4 ωB97M-V/def2-TZVPD
N -0.95582 -1.97560 0.13848
C -1.02242 -0.76941 0.01347
N -1.18719 0.46852 -0.14962
Cl -2.67082 1.05851 -0.58983
H -0.31910 -2.46271 -0.44914
N 1.01551 1.88115 -0.05241
C 1.16573 0.71865 0.18019
N 1.34199 -0.43409 -0.03871
H 0.78998 2.62431 0.56311
H 1.84214 -1.10933 0.38445
```

Here are the natural (NBO) charges for atoms 1 to 4, given in e: N -0.69; C 0.69; N -0.62; Cl 0.18

***

Quick one: least stable of them? ii

***

## i
Below is C17H24N4O3S as an isolated structure, with properties calculated with ωB97M-V/def2-TZVPD.

Properties
Orbital gap, Ha: 0.292
LUMO level, eV: 0.5
HOMO energy, eV: -7.4
Multiplicity: 1
Charge: 0

The geometry in XYZ format:
```
49
C17H24N4O3S ωB97M-V/def2-TZVPD
C 1.95332 0.61442 -6.10034
H 1.32026 -0.39309 -6.14217
H 2.04578 0.86319 -7.01868
H 1.23295 1.25100 -5.62529
C 3.07989 0.37198 -5.58283
N 3.09481 -0.08965 -4.19466
C 2.93253 0.68383 -3.03917
C 2.64988 -0.60022 -2.05904
C 2.83287 -1.80490 -2.74813
N 3.00692 -1.47971 -3.95828
H 2.93221 -2.82663 -2.20960
S 2.46649 -0.44398 -0.34648
O 1.79806 1.09727 -0.16159
O 3.58792 -0.80141 0.53586
N 1.09288 -1.49647 -0.14034
C -0.03231 -0.82682 -0.52987
H -0.05381 -0.21801 -1.46649
C -0.78953 0.03274 0.51297
N -0.93614 -0.89994 1.89389
C -1.76600 -0.42386 2.77120
C -2.71290 0.57277 2.52399
C -3.51008 0.92846 3.53135
C -3.84208 -0.02187 4.64340
C -2.95467 -1.00601 4.74169
C -2.14336 -1.64492 3.77719
H -1.55620 -2.25989 3.97143
H -3.38794 -1.65901 5.42041
H -4.67693 0.04968 5.38362
O -4.35609 2.11764 3.23091
C -5.48974 2.42785 4.18834
H -5.88634 3.16550 3.82361
H -6.32160 1.49757 4.08446
H -5.09556 2.49703 5.22145
H -2.61702 1.43166 1.72177
C 0.42873 -1.08953 2.19390
H 0.48276 -1.73508 3.37165
C 1.00268 -2.17972 1.17921
H 2.28957 -2.08481 1.63599
H 0.58850 -3.00037 1.13815
H 1.25348 -0.25052 2.37448
H -1.85098 0.32147 0.27613
H -0.01398 1.00123 0.66776
H -0.68846 -1.76856 -0.81645
C 2.79637 2.06919 -2.95476
H 2.16993 2.29447 -3.62468
H 2.40069 2.25857 -1.75957
H 3.71736 2.48771 -3.04663
H 3.65389 1.45149 -5.32060
H 3.87098 -0.48176 -5.96917
```

Here are the natural (NBO) charges for atoms 1 to 4, given in e: C -0.65; H 0.21; H 0.23; H 0.23

***

## ii
Below is one molecule with the formula C17H24N4O3S, with properties calculated with ωB97M-V/def2-TZVPD.

Properties
Orbital gap, Ha: 0.306
SMILES: CC(C)c1nc(-c2c(N)n(C)c(=O)n(C)c2=O)sc1C(=O)C(C)(C)C
LUMO level, eV: 0.4
HOMO energy, eV: -7.9
Multiplicity: 1
Charge: 0

The geometry in XYZ format:
```
49
C17H24N4O3S ωB97M-V/def2-TZVPD
C 1.98554 -1.58864 -2.51122
C 0.47134 -1.41413 -2.68576
C -0.17337 -2.74196 -3.05606
C -0.08137 -0.77744 -1.44132
N 0.33791 0.49377 -1.19683
C -0.10680 0.96455 -0.06736
C 0.14881 2.27926 0.43634
C 0.89068 3.21192 -0.27627
N 1.42511 2.88246 -1.45641
N 1.08220 4.45809 0.24825
C 1.85493 5.44606 -0.47934
C 0.56820 4.84446 1.48775
O 0.76263 5.96068 1.91717
N -0.15119 3.89931 2.16432
C -0.70815 4.25418 3.45872
C -0.40755 2.60631 1.71187
O -1.06911 1.83393 2.38993
S -1.08844 -0.14479 0.83550
C -0.86774 -1.30667 -0.45526
C -1.58670 -2.59489 -0.37306
O -2.49054 -2.86046 -1.13087
C -1.17778 -3.53822 0.76128
C -1.42744 -4.97815 0.30499
C -2.09182 -3.21485 1.95175
C 0.28785 -3.35976 1.15653
H 2.45304 -0.64020 -2.25835
H 2.19215 -2.29769 -1.71204
H 2.42829 -1.96550 -3.43022
H 0.30394 -0.70026 -3.50164
H 0.24432 -3.10193 -3.99424
H 0.01794 -3.48866 -2.28816
H -1.24853 -2.63868 -3.16967
H 1.88903 3.54837 -2.04485
H 1.19012 1.93035 -1.76635
H 1.88568 6.34364 0.13683
H 2.87287 5.09043 -0.64568
H 1.37739 5.68457 -1.43127
H -0.51054 5.30713 3.63995
H -1.77968 4.05789 3.45232
H -0.24751 3.64232 4.23427
H -0.73962 -5.25183 -0.49287
H -1.28836 -5.66679 1.13487
H -2.44204 -5.07861 -0.07147
H -1.94409 -2.19196 2.29092
H -1.87008 -3.88776 2.77745
H -3.13455 -3.33990 1.66897
H 0.46827 -2.37368 1.57629
H 0.55592 -4.10179 1.90584
H 0.93885 -3.49449 0.29449
```

Here are the natural (NBO) charges for atoms 1 to 4, given in e: C -0.59; C -0.24; C -0.60; C 0.19

***

Quick one: least stable of them? i

***

## i
Below is an isolated ion of composition C2H8N3 and charge +1, with properties calculated with ωB97M-V/def2-TZVPD.

Properties
Orbital gap, Ha: 0.430
SMILES: CNC(N)=[NH2+]
LUMO level, eV: -3.4
HOMO energy, eV: -15.1
Multiplicity: 1
Charge: +1

The geometry in XYZ format:
```
13
C2H8N3 ωB97M-V/def2-TZVPD
C -0.57736 -0.28257 -1.65976
N -0.60135 0.55239 -0.41016
C 0.03262 0.14968 0.73237
N 0.33580 -1.16671 1.00083
N 0.54805 1.02088 1.50497
H -1.36362 -1.00538 -1.58302
H -0.84592 0.34328 -2.47457
H 0.42828 -0.67427 -1.71018
H -0.67925 1.62191 -0.60519
H 1.23395 -1.37773 1.33714
H -0.03825 -1.80472 0.24961
H 0.36970 1.99405 1.39200
H 1.15735 0.62918 2.22597
```

Here are the natural (NBO) charges for atoms 1 to 4, given in e: C -0.41; N -0.58; C 0.68; N -0.78

***

## ii
Below is a 2-piece molecular cluster, C2H8N3 overall, with properties calculated with ωB97M-V/def2-TZVPD.

Properties
Orbital gap, Ha: 0.348
LUMO level, eV: -4.5
HOMO energy, eV: -14.0
Multiplicity: 1
Charge: +1

The geometry in XYZ format:
```
13
C2H8N3 ωB97M-V/def2-TZVPD
C 1.60443 -1.80020 -0.54918
N 0.46076 -1.79088 -0.00188
H 2.01383 -0.83663 -0.83204
H 2.13284 -2.72249 -0.75290
H 0.08346 -2.67073 0.32058
H -0.24591 -0.92357 -0.02271
N 0.14224 1.98513 0.45272
C -1.00252 1.43577 0.02210
N -1.27270 0.17763 0.04782
H 0.19890 2.97760 0.56223
H 0.80145 1.41291 0.93697
H -1.70196 2.16555 -0.38142
H -2.25497 0.05134 -0.13413
```

Here are the natural (NBO) charges for atoms 1 to 4, given in e: C 0.12; N -0.58; H 0.21; H 0.22

***

Quick one: least stable of them? ii

***

## i
Below is one molecule with the formula C2H3P3, with properties calculated with ωB97M-V/def2-TZVPD.

Properties
Orbital gap, Ha: 0.236
SMILES: C=CP=P#P
LUMO level, eV: -1.6
HOMO energy, eV: -8.0
Multiplicity: 1
Charge: 0

The geometry in XYZ format:
```
8
C2H3P3 ωB97M-V/def2-TZVPD
C -0.51580 -0.21476 0.75277
C 0.65671 0.46627 0.66062
P 1.34909 1.07024 -0.89446
P 0.30337 -0.03967 -2.39053
P -1.00267 -1.23494 -1.50282
H -0.80149 -0.67350 1.73942
H -1.21952 0.15388 0.05836
H 1.23030 0.47248 1.57664
```

Here are the natural (NBO) charges for atoms 1 to 4, given in e: C -0.50; C -0.48; P 0.22; P -0.08

***

## ii
Below is C2H3P3 as an isolated structure, with properties calculated with ωB97M-V/def2-TZVPD.

Properties
Orbital gap, Ha: 0.256
LUMO level, eV: -1.1
HOMO energy, eV: -8.0
Multiplicity: 1
Charge: 0

The geometry in XYZ format:
```
8
C2H3P3 ωB97M-V/def2-TZVPD
C -0.66893 -0.53336 -0.49673
C -0.63527 0.32493 0.70778
P -2.88965 -1.40311 -0.05236
P -1.75729 1.47208 -0.40988
P -3.51472 0.46770 0.25206
H 0.22922 -0.65702 -1.13136
H -1.32467 0.02294 1.49828
H 0.35726 0.80380 1.08323
```

Here are the natural (NBO) charges for atoms 1 to 4, given in e: C -0.39; C -0.69; P 0.23; P 0.19

***

Quick one: least stable of them? ii

***

## i
Below is a 2-piece molecular cluster, C3H4NO2 overall, with properties calculated with ωB97M-V/def2-TZVPD.

Properties
Orbital gap, Ha: 0.272
LUMO level, eV: 4.2
HOMO energy, eV: -3.2
Multiplicity: 1
Charge: -1

The geometry in XYZ format:
```
10
C3H4NO2 ωB97M-V/def2-TZVPD
C 1.14353 -0.14418 -0.37307
C 2.48085 -1.73851 -0.14670
C -0.37820 -0.50242 -0.39319
N 1.67493 1.01774 -0.56909
O 2.52515 -2.25048 0.98534
O 2.88638 -2.02130 -1.24613
H -1.10294 0.33230 -0.42617
H -0.48876 -1.44370 0.25915
H -0.46038 -1.01899 -1.36666
H 0.97031 1.73552 -0.96257
```

Here are the natural (NBO) charges for atoms 1 to 4, given in e: C 0.16; C 0.87; C -0.75; N -0.74

***

## ii
Below is a 2-piece molecular cluster, C3H4NO2 overall, with properties calculated with ωB97M-V/def2-TZVPD.

Properties
Orbital gap, Ha: 0.255
LUMO level, eV: 4.3
HOMO energy, eV: -2.7
Multiplicity: 1
Charge: -1

The geometry in XYZ format:
```
10
C3H4NO2 ωB97M-V/def2-TZVPD
C 0.22155 -0.53988 -0.11089
C -0.76673 -2.35966 0.18259
C 0.23076 1.73794 -0.04682
N -0.28973 0.50370 0.43204
O -0.85026 -2.73092 -0.94660
O -0.91564 -2.52086 1.33348
H 1.16063 -0.43731 -0.78453
H -0.49385 2.62782 0.00760
H 0.95544 1.67331 -0.86961
H 0.74784 2.04584 0.80274
```

Here are the natural (NBO) charges for atoms 1 to 4, given in e: C -0.17; C 0.94; C -0.46; N -0.53

***

## iii
Below is an isolated ion of composition C3H4NO2 and charge -1, with properties calculated with ωB97M-V/def2-TZVPD.

Properties
Orbital gap (spin up / spin down), Ha: 0.211 / 0.211
SMILES: O=C1C[C@@H]1N[O-]
LUMO level (spin up / spin down), eV: 4.1 / 4.1
HOMO energy (spin up / spin down), eV: -1.6 / -1.6
Multiplicity: 1
Charge: -1

The geometry in XYZ format:
```
10
C3H4NO2 ωB97M-V/def2-TZVPD
O -2.17105 -0.73256 -0.16521
C -1.21146 -0.06835 0.05007
C -0.30416 0.92064 -0.44045
C 0.12138 0.06933 0.76464
N 1.05464 -0.97953 0.45442
O 1.93967 -0.63142 -0.56344
H 0.18548 0.61381 -1.42614
H -0.39845 1.99605 -0.26564
H 0.18098 0.63545 1.65367
H 0.60297 -1.82343 -0.06191
```

Here are the natural (NBO) charges for atoms 1 to 4, given in e: O -0.58; C 0.58; C -0.57; C -0.18

***

Quick one: least stable of them? iii